Entry 1:
{
  "formula": "C27H37N10O6PmS",
  "method": "the ωB97M-V functional and the def2-TZVPD basis",
  "spin_multiplicity": 5,
  "energy_ha": -3056.8250,
  "homo_ev": [-7.845, -7.862],
  "species": ["Pm", "O", "C", "O", "C", "C", "C", "C", "C", "N", "C", "O", "O", "H", "H", "H", "C", "O", "C", "O", "H", "H", "H", "N", "C", "N", "C", "C", "C", "C", "C", "H", "H", "H", "H", "H", "H", "H", "H", "H", "H", "C", "C", "C", "N", "C", "C", "H", "H", "H", "H", "H", "C", "C", "C", "C", "N", "C", "N", "N", "N", "H", "H", "H", "H", "H", "H", "H", "H", "H", "H", "C", "N", "C", "N", "S", "H", "H", "H", "H", "H", "H"],
  "coordinates": [[-0.55004, -0.53828, 0.21935], [-0.11908, 3.80299, 1.17863], [-0.06654, 2.58613, 1.13473], [-0.87469, 1.78716, 0.52729], [1.08027, 1.87018, 1.84327], [2.13374, 2.53428, 2.45538], [3.16580, 1.77302, 2.98483], [3.13415, 0.38728, 2.87896], [2.03349, -0.19297, 2.27002], [1.04255, 0.54765, 1.79406], [1.88188, -1.69025, 2.00538], [2.86153, -2.41257, 2.16640], [0.72240, -2.02559, 1.58048], [2.12254, 3.61394, 2.48537], [4.00296, 2.25987, 3.46913], [3.92905, -0.24520, 3.24780], [-4.68007, -1.89036, -1.57126], [-3.57964, -1.23138, -0.94026], [-2.53950, -2.05027, -0.46783], [-2.73537, -3.25541, -0.56533], [-5.28031, -1.10975, -2.03562], [-5.28275, -2.44039, -0.84511], [-4.33177, -2.59686, -2.32477], [1.57289, 0.23677, -0.93364], [2.60561, -0.16149, -1.27690], [3.76644, -0.61763, -1.64465], [4.28031, -0.43380, -3.00058], [5.56663, 0.37762, -2.95236], [6.56634, -0.24675, -1.98149], [5.95906, -0.41985, -0.59119], [4.67397, -1.22737, -0.66444], [3.50729, 0.04510, -3.59940], [4.46281, -1.42864, -3.42056], [5.32725, 1.39584, -2.63240], [5.99149, 0.44449, -3.95529], [7.47062, 0.36064, -1.92986], [6.86937, -1.22812, -2.36275], [5.73688, 0.55825, -0.15375], [6.66029, -0.92085, 0.07817], [4.16060, -1.30563, 0.29271], [4.87936, -2.24697, -1.01047], [-1.04965, 1.80554, -4.59562], [-1.67995, 2.28745, -3.46163], [-1.71410, 1.48190, -2.33488], [-1.13230, 0.28448, -2.27081], [-0.53777, -0.17815, -3.37356], [-0.48352, 0.54033, -4.55550], [-0.99818, 2.40351, -5.49614], [-2.13982, 3.26485, -3.43758], [-2.19053, 1.83296, -1.42880], [-0.09576, -1.16414, -3.29959], [0.00332, 0.11225, -5.42060], [-4.64781, 3.18310, 0.74889], [-5.05298, 3.25972, 2.21789], [-4.06592, 4.10937, 3.00948], [-5.24411, 1.87084, 2.83325], [-4.03796, 1.05726, 2.74562], [-3.58366, 0.31362, 1.73999], [-2.36226, -0.06242, 2.03233], [-2.08570, 0.44589, 3.25084], [-3.08008, 1.11809, 3.68285], [-4.66223, 4.17738, 0.30344], [-5.32243, 2.54862, 0.16884], [-3.62903, 2.80175, 0.63841], [-6.04435, 3.72354, 2.27932], [-3.06302, 3.68264, 2.97905], [-4.36073, 4.20050, 4.05568], [-4.00439, 5.11046, 2.58388], [-6.03242, 1.31943, 2.31870], [-5.49764, 1.93215, 3.89063], [-4.09875, 0.09100, 0.82076], [-0.45528, -5.25005, 1.34968], [-0.34749, -4.46149, 0.14418], [0.79871, -4.02549, -0.34287], [1.94860, -4.49978, 0.18736], [0.85667, -2.89324, -1.62243], [-1.51123, -5.39547, 1.56199], [-0.00716, -4.72860, 2.20097], [0.01355, -6.22886, 1.23051], [-1.20416, -4.02799, -0.21963], [1.92730, -4.78550, 1.15461], [2.74642, -3.92230, -0.02156]],
  "forces_ev_per_a": [[0.2005, -0.1560, -0.3712], [-0.0554, -0.0094, 0.0357], [-0.0215, -0.0317, -0.0362], [0.0705, -0.1055, -0.0452], [0.1118, 0.1347, 0.1159], [-0.0801, -0.0655, -0.0457], [0.0178, 0.0298, 0.0138], [-0.0566, -0.0569, -0.0338], [0.1123, 0.0189, 0.1021], [-0.0878, 0.0250, 0.1288], [0.0076, 0.1916, 0.0846], [-0.0273, -0.0555, 0.0354], [0.0367, 0.1168, -0.0249], [0.0125, 0.0154, 0.0147], [0.0099, -0.0026, -0.0008], [0.0116, 0.0032, 0.0107], [-0.0815, -0.0314, 0.0022], [0.0549, -0.0201, 0.0391], [-0.4338, -0.2551, -0.0333], [-0.0028, 0.1488, -0.0104], [0.0023, -0.0104, 0.0024], [0.0325, 0.0041, -0.0123], [0.0032, 0.0402, 0.0163], [0.1916, 0.1488, -0.1049], [-0.1202, -0.0066, -0.0161], [0.0832, 0.0507, 0.1329], [-0.0507, -0.1011, -0.0083], [-0.0213, 0.0748, -0.0199], [0.0373, -0.0604, -0.0258], [0.0057, 0.0314, 0.0806], [-0.0664, -0.1053, -0.1130], [0.0239, 0.0277, 0.0006], [0.0175, 0.0195, -0.0288], [0.0040, 0.0054, 0.0015], [0.0044, -0.0164, -0.0117], [-0.0031, 0.0183, 0.0096], [0.0067, -0.0078, -0.0026], [0.0018, 0.0061, -0.0108], [0.0083, -0.0118, -0.0040], [0.0181, 0.0333, 0.0273], [0.0325, 0.0086, 0.0248], [0.0183, 0.0040, -0.0042], [-0.0636, -0.1462, -0.0648], [-0.0254, 0.1971, 0.1041], [0.1098, 0.0316, 0.0038], [-0.0370, -0.0471, -0.0374], [-0.0045, -0.0114, 0.0217], [-0.0102, 0.0032, -0.0129], [-0.0086, 0.0061, -0.0029], [0.0427, 0.0190, 0.0072], [-0.0041, 0.0169, 0.0036], [0.0074, 0.0021, -0.0086], [0.0268, -0.0364, -0.0446], [-0.1059, 0.0450, -0.0043], [0.0268, -0.0092, 0.0404], [0.0329, -0.1086, -0.0209], [0.0128, -0.0167, -0.0021], [0.0772, 0.1586, -0.1468], [-0.0901, -0.3304, 0.1019], [0.0771, 0.0287, 0.0324], [0.0290, 0.0759, 0.1343], [-0.0014, 0.0211, 0.0065], [-0.0248, -0.0155, 0.0051], [0.0202, 0.0113, 0.0194], [0.0304, 0.0069, 0.0003], [0.0269, -0.0036, -0.0234], [-0.0151, -0.0087, 0.0168], [-0.0111, 0.0168, -0.0148], [0.0038, 0.0400, -0.0012], [-0.0016, 0.0363, -0.0147], [-0.0464, -0.0559, -0.0106], [-0.0168, -0.0070, 0.0648], [0.0814, 0.0914, -0.0910], [0.0164, -0.0137, 0.0557], [-0.0224, 0.0467, -0.0601], [-0.0802, 0.0481, 0.0456], [-0.0015, -0.0191, -0.0156], [0.0243, 0.0036, -0.0050], [0.0164, -0.0005, 0.0005], [-0.1102, -0.0795, -0.0425], [-0.0226, -0.0082, 0.0453], [0.0123, -0.0364, -0.0004]]
}


Entry 2:
{
  "formula": "C27H37N3O6S",
  "method": "the ωB97M-V functional and the def2-TZVPD basis",
  "energy_ha": -2064.8858,
  "smiles": "CCN(CC)S(=O)(=O)c1ccc(N2CCCCC2)c(NC(=O)/C=C/c2cc(OC)c(OC)c(OC)c2)c1",
  "homo_ev": -7.883,
  "species": ["C", "H", "H", "H", "C", "N", "S", "O", "O", "C", "C", "C", "C", "C", "C", "H", "N", "C", "O", "C", "C", "C", "C", "C", "C", "C", "C", "H", "O", "C", "H", "H", "H", "O", "C", "H", "H", "H", "O", "C", "H", "H", "H", "H", "H", "H", "H", "N", "C", "H", "C", "C", "C", "H", "H", "C", "H", "H", "H", "H", "H", "H", "H", "H", "H", "C", "C", "H", "H", "H", "H", "H", "H", "H"],
  "coordinates": [[2.59973, 2.40107, 3.55000], [3.64823, 2.29885, 3.28216], [2.53208, 2.69869, 4.59321], [2.11657, 1.43549, 3.42504], [1.92820, 3.44836, 2.66474], [2.00067, 3.07320, 1.26887], [0.53854, 2.65687, 0.57870], [-0.51777, 3.52954, 1.01486], [0.75912, 2.52184, -0.83526], [0.28846, 1.04381, 1.29140], [-0.58643, 0.84175, 2.33985], [-0.70308, -0.42177, 2.88939], [0.01845, -1.50639, 2.38277], [0.90626, -1.27605, 1.30510], [1.04634, 0.00489, 0.79309], [1.74831, 0.20939, 0.00257], [1.68278, -2.32832, 0.81664], [2.10949, -2.54343, -0.47058], [2.97434, -3.36378, -0.69910], [1.41010, -1.75992, -1.51070], [0.07888, -1.68352, -1.58467], [-0.67459, -0.90212, -2.54966], [-0.14910, 0.26925, -3.09097], [-0.89977, 1.04438, -3.95731], [-2.20942, 0.65607, -4.31698], [-2.72846, -0.53456, -3.78787], [-1.95872, -1.28583, -2.90273], [-2.39744, -2.18769, -2.50585], [-3.95095, -1.08192, -4.03712], [-4.93176, -0.40681, -4.79277], [-5.23128, 0.53160, -4.31954], [-4.59438, -0.20739, -5.81101], [-5.78431, -1.08653, -4.81439], [-2.97715, 1.38982, -5.19220], [-3.02180, 2.79526, -5.03402], [-2.98816, 3.08094, -3.98016], [-2.20219, 3.28327, -5.56427], [-3.97366, 3.10779, -5.46670], [-0.43365, 2.19304, -4.52257], [0.80405, 2.70700, -4.07840], [1.63328, 2.06648, -4.39589], [0.82091, 2.82549, -2.99186], [0.90030, 3.67993, -4.55870], [0.83117, 0.59283, -2.79089], [-0.52543, -2.23946, -0.87741], [2.04245, -1.31792, -2.26611], [2.02796, -2.98263, 1.50966], [-0.05370, -2.78093, 2.93400], [-0.51188, -2.92856, 4.30034], [-1.61177, -2.96453, 4.35914], [0.06595, -4.22005, 4.88031], [-0.36574, -5.41955, 4.04320], [0.04940, -5.19722, 2.59253], [1.13840, -5.17431, 2.52234], [-0.31336, -6.00869, 1.96068], [-0.51984, -3.87264, 2.09286], [-1.62114, -3.91915, 2.12383], [-0.22154, -3.69734, 1.06004], [-1.45124, -5.53103, 4.09826], [0.08622, -6.33309, 4.43195], [-0.26929, -4.33364, 5.91218], [1.15517, -4.15038, 4.88062], [-0.15618, -2.07716, 4.88364], [-1.39292, -0.57680, 3.70366], [-1.17392, 1.66887, 2.70399], [2.96476, 3.73569, 0.41744], [2.56590, 5.16260, 0.04927], [2.49056, 5.78895, 0.93537], [3.30280, 5.59548, -0.62248], [1.59800, 5.14520, -0.44535], [3.93328, 3.71778, 0.92498], [3.03114, 3.13389, -0.49043], [2.40199, 4.42218, 2.81845], [0.87180, 3.54361, 2.92681]],
  "forces_ev_per_a": [[-0.0913, 0.2482, -0.1148], [0.1397, -0.0424, 0.0087], [0.0372, -0.0161, 0.1571], [-0.0321, -0.1023, 0.0119], [-0.0278, -0.2774, 0.6595], [-0.9119, -0.3355, -0.5760], [0.2378, -0.0784, 0.4340], [0.0687, -0.2058, 0.1894], [0.2857, -0.1448, 0.0889], [-0.0935, 0.4176, -0.1768], [-0.0520, 0.2184, -0.0474], [0.0402, -0.1426, -0.0629], [0.0552, 0.4082, -0.2752], [-0.2032, 0.4732, 0.1737], [-0.0010, -0.1012, 0.1515], [0.1368, -0.0539, -0.0587], [0.0948, -0.2373, 0.3855], [-0.0538, -0.1535, 0.1897], [0.0930, 0.0192, -0.1690], [-0.3300, -0.1210, -0.4145], [0.5419, -0.3293, 0.0662], [-0.4642, 0.2885, -0.4658], [0.0040, 0.0721, -0.0232], [-0.0084, -0.1343, -0.0613], [-0.1708, 0.1452, -0.0305], [0.0953, 0.0833, 0.0455], [0.1721, 0.0910, 0.0112], [-0.0747, -0.1095, 0.0782], [0.3755, 0.0003, 0.1125], [-0.3780, 0.0966, -0.2726], [0.0199, -0.0418, -0.0436], [-0.0828, -0.0225, 0.1070], [0.0428, 0.0686, 0.0024], [0.4757, -0.4698, 0.0764], [-0.1245, 0.4017, -0.0802], [-0.0021, -0.0198, -0.0073], [-0.1318, -0.0430, 0.0782], [0.0308, 0.0221, 0.0664], [-0.4249, -0.2858, -0.0993], [0.2220, 0.1017, 0.1258], [-0.0170, 0.0105, 0.0141], [0.0057, -0.0002, -0.1744], [0.0501, -0.0584, 0.0316], [0.1320, 0.1034, 0.0469], [0.0029, -0.0366, 0.1659], [0.0681, 0.0976, -0.0949], [0.0222, 0.0143, -0.1249], [0.1741, -0.1385, 0.1318], [0.2972, -0.0753, 0.2911], [0.0004, 0.0812, 0.0025], [-0.3215, 0.0064, -0.0001], [0.2999, 0.0569, -0.0204], [-0.3309, 0.0319, 0.0044], [0.0666, -0.0041, -0.0663], [0.0321, -0.0235, -0.0497], [0.0317, -0.3039, -0.2433], [0.0232, 0.0322, -0.0469], [-0.0762, 0.0103, 0.0730], [-0.0614, -0.0525, 0.0165], [-0.0700, -0.0440, 0.0193], [0.0262, 0.0154, 0.0514], [0.0414, 0.0480, 0.0478], [-0.0909, -0.0090, -0.0330], [-0.0617, -0.0431, 0.0762], [-0.1116, 0.0790, 0.0936], [0.0742, 0.2536, -0.5611], [0.1087, -0.2364, 0.0976], [-0.0122, 0.1089, 0.0521], [0.0531, 0.1050, -0.0651], [-0.0561, 0.1041, -0.0908], [-0.0781, -0.1070, -0.0122], [0.2576, 0.0954, 0.0432], [-0.1359, 0.0112, -0.1008], [0.1460, 0.1792, 0.1845]]
}


Entry 3:
{
  "formula": "C27H38AuN6S",
  "method": "the ωB97M-V functional and the def2-TZVPD basis",
  "energy_ha": -1913.7583,
  "total_charge": 1,
  "homo_ev": -9.927,
  "species": ["Au", "C", "C", "C", "N", "C", "C", "C", "C", "C", "C", "C", "N", "C", "C", "C", "N", "C", "C", "C", "C", "C", "C", "C", "N", "C", "C", "H", "H", "H", "H", "H", "H", "H", "H", "H", "H", "H", "H", "H", "H", "H", "H", "H", "H", "H", "H", "H", "H", "H", "H", "H", "H", "C", "N", "C", "C", "S", "N", "C", "C", "H", "H", "H", "H", "H", "H", "H", "H", "H", "H", "H", "H"],
  "coordinates": [[-0.77316, 0.54439, 0.80035], [0.15110, -3.33732, 1.96978], [0.39995, -2.14409, 2.88134], [1.44423, -1.21714, 2.25686], [0.96136, 0.08602, 1.81371], [1.63806, 1.18935, 2.15171], [2.47475, 1.26571, 3.28532], [3.42609, 2.19276, 3.65534], [3.89399, 3.31161, 2.97944], [3.38688, 3.79974, 1.79526], [2.27753, 3.38533, 1.06891], [1.37658, 2.33763, 1.28753], [0.24908, 2.23188, 0.57889], [-0.04350, 3.19205, -0.47432], [-1.35171, 2.92885, -1.20063], [-2.53096, 2.67694, -0.27773], [-2.51275, 1.29577, 0.16064], [-3.54147, 0.77228, 0.86846], [-4.63463, 1.52833, 1.26292], [-5.84446, 1.12133, 1.83019], [-6.34827, -0.14659, 1.97751], [-5.72245, -1.32827, 1.57401], [-4.43426, -1.55899, 1.15208], [-3.33895, -0.65988, 1.09164], [-2.07495, -1.05669, 1.01424], [-1.84020, -2.46605, 0.66104], [-0.40350, -2.94213, 0.60827], [-0.51892, -4.05792, 2.44643], [1.10384, -3.85497, 1.82504], [0.75959, -2.50401, 3.84680], [-0.51904, -1.58959, 3.08350], [1.88573, -1.69962, 1.37798], [2.26669, -1.06968, 2.94835], [2.34408, 0.46176, 3.99608], [3.90273, 1.98696, 4.60733], [4.72380, 3.84536, 3.42300], [3.89711, 4.66187, 1.38080], [2.07249, 3.98113, 0.19180], [0.76503, 3.17008, -1.21373], [-0.06685, 4.19517, -0.03502], [-1.24513, 2.07302, -1.87223], [-1.55771, 3.79983, -1.82343], [-3.46165, 2.84522, -0.82679], [-2.51299, 3.37834, 0.56816], [-4.53300, 2.59624, 1.12531], [-6.49392, 1.93159, 2.14134], [-7.34676, -0.23943, 2.38332], [-6.34133, -2.21750, 1.62463], [-4.21921, -2.58586, 0.90223], [-2.30217, -2.61954, -0.32143], [-2.37533, -3.10312, 1.36938], [0.23169, -2.20433, 0.10605], [-0.39866, -3.82536, -0.03543], [4.42069, -0.61752, -2.49551], [3.28922, -0.96136, -3.34692], [3.40455, -0.31246, -4.65818], [2.03041, -0.94119, -2.76762], [1.74153, -0.15467, -1.31046], [1.07573, -1.64154, -3.41105], [1.35286, -2.70479, -4.36762], [-0.32775, -1.52384, -3.06022], [5.33066, -0.90177, -3.02302], [4.36398, -1.16726, -1.56087], [4.45433, 0.45198, -2.26731], [3.40133, 0.77734, -4.54383], [2.59612, -0.59141, -5.32251], [4.34498, -0.61040, -5.11900], [2.40637, -2.96179, -4.34832], [1.06137, -2.41794, -5.38037], [0.76867, -3.58202, -4.08460], [-0.50138, -0.58968, -2.53597], [-0.63419, -2.35319, -2.41570], [-0.92403, -1.55502, -3.97320]],
  "forces_ev_per_a": [[-0.1522, -0.4602, 0.1001], [0.0713, -0.0362, -0.0049], [0.0132, 0.0037, 0.0444], [-0.0079, -0.0004, -0.0462], [-0.0617, 0.2117, 0.0916], [-0.0003, 0.0405, -0.0286], [0.0315, -0.0155, 0.0111], [-0.0194, -0.0306, 0.0091], [0.0069, 0.0310, -0.0196], [0.0236, -0.0069, 0.0175], [-0.0513, -0.0162, 0.0182], [0.0942, -0.0056, -0.0468], [-0.0353, 0.0900, 0.0070], [0.0084, -0.0132, -0.0324], [0.0176, -0.0039, -0.0341], [-0.0552, -0.0085, -0.0401], [0.2177, 0.1356, 0.1352], [0.0420, -0.0635, -0.1019], [-0.0741, -0.0028, 0.0348], [0.0489, 0.0600, -0.0273], [-0.0024, -0.0826, -0.0104], [-0.0693, 0.0384, 0.0150], [0.1009, 0.0537, -0.0033], [-0.1138, -0.0058, -0.0628], [0.1619, 0.0787, -0.0506], [-0.0534, 0.0030, -0.0025], [0.0027, -0.0040, -0.0094], [-0.0295, 0.0243, -0.0064], [-0.0167, -0.0273, 0.0110], [-0.0120, 0.0351, 0.0148], [-0.0285, -0.0199, -0.0365], [-0.0338, 0.0160, -0.0181], [0.0439, -0.0226, -0.0256], [-0.0067, -0.0170, -0.0060], [0.0008, -0.0005, -0.0005], [-0.0007, -0.0003, 0.0015], [-0.0032, 0.0005, -0.0036], [0.0252, 0.0178, 0.0265], [0.0087, 0.0242, 0.0160], [-0.0383, -0.0005, 0.0180], [-0.0015, -0.0066, 0.0072], [0.0102, -0.0014, -0.0080], [-0.0104, -0.0144, 0.0162], [0.0053, 0.0014, -0.0012], [0.0098, 0.0015, 0.0120], [-0.0006, 0.0006, -0.0016], [-0.0019, 0.0009, -0.0050], [0.0043, -0.0025, 0.0022], [-0.0046, -0.0091, 0.0224], [-0.0206, -0.0398, 0.0182], [0.0036, 0.0092, 0.0448], [-0.0217, 0.0175, 0.0239], [0.0091, 0.0029, -0.0194], [0.0020, 0.0033, 0.0050], [-0.1249, 0.1249, -0.0429], [0.0424, -0.1401, 0.0294], [0.1288, -0.2530, 0.1689], [-0.0765, 0.0482, -0.0539], [-0.0197, 0.1689, -0.1450], [0.0679, 0.0953, -0.0344], [0.0179, -0.0020, 0.0296], [-0.0008, 0.0042, -0.0034], [0.0023, 0.0000, 0.0082], [0.0048, 0.0025, 0.0004], [0.0074, 0.0035, 0.0060], [-0.1402, -0.0828, -0.0219], [-0.0117, -0.0087, -0.0078], [0.0490, 0.0420, -0.0133], [0.0312, 0.0059, -0.0098], [0.0020, -0.0014, 0.0047], [-0.0235, 0.0080, -0.0076], [-0.0037, 0.0134, 0.0261], [0.0106, -0.0125, -0.0037]]
}


ΔE to the lowest compared entry with this formula, charge and spin, respectively: 0.0; 365.4; 60.8 kJ/mol.